ORCA calculation (the ωB97M-V functional and the def2-TZVPD basis) on a 2-piece molecular cluster, C7H17P overall at a distorted geometry.

Computed properties:
calculated total energy = -16817.0768 eV
HOMO-LUMO gap (alpha / beta) = 7.93 / 7.75 eV
highest occupied orbital energy (alpha / beta) = -8.27 / -8.09 eV
lowest unoccupied orbital energy (alpha / beta) = -0.34 / -0.34 eV
energy above the lowest of the compared OMol25 structures with the same formula, charge and spin = 610.0 kJ/mol

Cartesian coordinates (Å):
C: -3.688 0.710 -0.044
C: 2.037 0.306 0.661
C: 0.843 1.354 -1.355
C: -0.020 1.733 0.971
C: -0.536 -1.892 1.319
C: 0.173 -1.896 -1.305
C: 0.705 0.707 0.024
P: -0.576 -0.743 -0.115
H: -3.532 0.009 -0.902
H: -3.912 1.817 -0.283
H: 1.718 0.110 1.603
H: 2.527 -0.519 0.260
H: 2.657 1.261 0.719
H: -0.013 0.998 -2.112
H: 1.768 1.030 -1.822
H: 0.854 2.520 -1.426
H: 0.117 1.366 1.962
H: 0.674 2.564 1.058
H: -1.077 1.782 0.741
H: 0.426 -2.493 1.464
H: -0.822 -1.289 2.127
H: -1.392 -2.648 1.068
H: 0.854 -2.793 -0.894
H: -0.585 -2.610 -1.712
H: 0.800 -1.383 -2.009

The net atomic charges from Löwdin, expressed in e, are: atom 1 (C): 0.079, atom 2 (C): -0.085, atom 3 (C): -0.139, atom 4 (C): -0.110, atom 5 (C): -0.312, atom 6 (C): -0.340, atom 7 (C): -0.722, atom 8 (P): 0.901, atom 9 (H): -0.103, atom 10 (H): -0.057, atom 11 (H): 0.024, atom 12 (H): 0.057, atom 13 (H): 0.117, atom 14 (H): 0.100, atom 15 (H): 0.055, atom 16 (H): 0.105, atom 17 (H): 0.052, atom 18 (H): 0.081, atom 19 (H): 0.048, atom 20 (H): 0.060, atom 21 (H): -0.010, atom 22 (H): 0.075, atom 23 (H): 0.079, atom 24 (H): 0.037, atom 25 (H): 0.007



ORCA calculation (the ωB97M-V functional and the def2-TZVPD basis) on a 2-piece molecular cluster, C4H13NO overall at a distorted geometry.

Computed properties:
calculated total energy = -7895.7626 eV
HOMO-LUMO gap = 9.47 eV
highest occupied orbital energy = -8.71 eV
lowest unoccupied orbital energy = 0.77 eV
energy above the lowest of the compared OMol25 structures with the same formula, charge and spin = 86.7 kJ/mol
SMILES = CCCCN.O

Cartesian coordinates (Å):
C: 1.164 -0.962 -0.234
C: 1.154 -0.070 1.014
C: -0.088 0.795 1.206
C: -0.474 1.621 -0.040
N: 0.591 2.511 -0.444
H: 0.145 -1.049 -0.621
H: 1.387 -2.019 -0.051
H: 1.900 -0.670 -1.000
H: 1.277 -0.663 1.973
H: 2.026 0.599 1.043
H: -0.927 0.094 1.388
H: -0.158 1.434 2.066
H: -1.361 2.236 0.121
H: -0.671 0.806 -0.834
H: 0.381 2.861 -1.371
H: 1.518 2.225 -0.191
O: -2.889 -3.011 -1.282
H: -2.165 -3.183 -0.678
H: -2.809 -3.557 -2.065

The net atomic charges from Löwdin, expressed in e, are: atom 1 (C): -0.110, atom 2 (C): -0.274, atom 3 (C): -0.232, atom 4 (C): -0.311, atom 5 (N): -0.009, atom 6 (H): 0.054, atom 7 (H): 0.063, atom 8 (H): 0.078, atom 9 (H): 0.118, atom 10 (H): 0.089, atom 11 (H): 0.111, atom 12 (H): 0.096, atom 13 (H): 0.103, atom 14 (H): 0.108, atom 15 (H): 0.070, atom 16 (H): 0.048, atom 17 (O): -0.056, atom 18 (H): 0.024, atom 19 (H): 0.030



ORCA calculation (the ωB97M-V functional and the def2-TZVPD basis) on a 9-piece molecular cluster, C23H64O19S9 overall at a distorted geometry.

Computed properties:
calculated total energy = -161297.3658 eV
HOMO-LUMO gap = 8.72 eV
highest occupied orbital energy = -8.56 eV
lowest unoccupied orbital energy = 0.16 eV
energy above the lowest of the compared OMol25 structures with the same formula, charge and spin = 437.5 kJ/mol

Cartesian coordinates (Å):
O: 2.632 -6.066 -1.387
S: 1.923 -7.347 -1.444
O: 2.573 -8.618 -1.327
O: 0.769 -7.338 -0.279
C: -0.188 -6.354 -0.330
C: -0.861 -6.221 1.051
C: 0.872 -7.566 -3.070
H: -0.867 -6.624 -1.137
H: 0.112 -5.345 -0.612
H: -0.135 -5.890 1.794
H: -1.261 -7.161 1.431
H: -1.669 -5.495 1.141
H: 0.297 -8.484 -2.948
H: 1.486 -7.709 -3.959
H: 0.197 -6.737 -3.279
O: -1.886 6.551 0.904
S: -0.839 6.988 1.887
O: -0.863 6.453 3.215
O: 0.590 6.707 1.231
C: 0.711 7.166 -0.138
C: 2.215 7.201 -0.426
C: -0.986 8.983 1.871
H: 0.123 8.048 -0.392
H: 0.276 6.330 -0.686
H: 2.751 7.778 0.327
H: 2.249 7.542 -1.461
H: 2.630 6.199 -0.531
H: -0.852 9.406 0.875
H: -0.240 9.374 2.564
H: -1.864 9.247 2.461
O: 3.048 -2.278 -5.960
S: 2.350 -1.709 -7.156
O: 0.931 -1.363 -7.132
O: 3.220 -0.440 -7.736
C: 4.726 -0.562 -7.708
C: 5.219 0.566 -8.536
C: 2.577 -2.895 -8.559
H: 5.023 -1.555 -8.044
H: 5.168 -0.575 -6.712
H: 6.267 0.377 -8.770
H: 5.141 1.552 -8.077
H: 4.627 0.506 -9.448
H: 3.198 -3.686 -8.139
H: 3.248 -2.399 -9.261
H: 1.579 -3.059 -8.965
O: 1.899 4.869 -6.273
S: 0.468 4.889 -6.666
O: -0.535 4.307 -5.748
O: 0.024 6.500 -6.874
C: 0.644 7.369 -7.820
C: 1.324 8.606 -7.162
C: 0.328 4.309 -8.418
H: -0.101 7.653 -8.563
H: 1.403 6.857 -8.411
H: 0.644 9.448 -7.035
H: 2.109 8.927 -7.846
H: 1.787 8.202 -6.262
H: 1.340 4.291 -8.823
H: -0.403 4.956 -8.903
H: 0.085 3.249 -8.354
O: -3.288 -4.983 9.667
S: -2.596 -3.702 9.719
O: -1.119 -3.729 9.809
O: -3.086 -2.683 8.473
C: -4.443 -2.507 8.239
C: -4.666 -1.560 7.123
C: -3.064 -2.705 11.213
H: -4.933 -2.098 9.123
H: -5.029 -3.395 8.004
H: -4.086 -0.642 7.219
H: -5.740 -1.380 7.066
H: -4.298 -1.969 6.182
H: -2.436 -3.269 11.902
H: -4.126 -2.901 11.365
H: -2.786 -1.660 11.082
C: 4.865 -4.194 6.698
S: 4.119 -2.943 5.539
O: 5.062 -1.795 5.302
C: 4.010 -3.986 4.035
H: 5.874 -4.285 6.296
H: 4.412 -5.184 6.744
H: 4.761 -3.850 7.727
H: 3.511 -4.906 4.339
H: 5.021 -4.114 3.648
H: 3.319 -3.481 3.361
C: -0.372 0.003 -1.286
S: -1.574 0.147 0.150
O: -2.130 -1.266 0.210
C: -0.402 0.521 1.519
H: -1.024 -0.128 -2.149
H: 0.111 -0.970 -1.205
H: 0.383 0.772 -1.450
H: 0.247 -0.312 1.788
H: -0.997 0.711 2.412
H: 0.205 1.399 1.300
C: -1.545 2.994 10.060
S: 0.089 3.176 9.174
O: 1.041 3.739 10.233
C: 0.422 1.382 8.950
H: -1.205 2.630 11.029
H: -2.192 2.266 9.570
H: -2.113 3.921 10.135
H: -0.276 0.752 8.399
H: 0.495 0.911 9.931
H: 1.442 1.299 8.575
C: -5.795 -2.307 -4.353
S: -5.497 -4.118 -4.317
O: -6.908 -4.594 -4.015
C: -5.318 -4.268 -6.122
H: -5.981 -1.971 -3.333
H: -6.714 -2.152 -4.918
H: -4.995 -1.696 -4.770
H: -4.377 -3.741 -6.273
H: -6.104 -3.788 -6.705
H: -5.408 -5.318 -6.403

Atomic partial charges in e from the Löwdin method, atoms 1 to 99: atom 1 (O): -0.300, atom 2 (S): 0.681, atom 3 (O): -0.293, atom 4 (O): -0.247, atom 5 (C): -0.332, atom 6 (C): -0.051, atom 7 (C): -0.081, atom 8 (H): 0.107, atom 9 (H): 0.120, atom 10 (H): 0.075, atom 11 (H): 0.075, atom 12 (H): 0.079, atom 13 (H): 0.059, atom 14 (H): 0.057, atom 15 (H): 0.050, atom 16 (O): -0.340, atom 17 (S): 0.672, atom 18 (O): -0.283, atom 19 (O): -0.274, atom 20 (C): -0.267, atom 21 (C): -0.055, atom 22 (C): -0.062, atom 23 (H): 0.103, atom 24 (H): 0.119, atom 25 (H): 0.084, atom 26 (H): 0.079, atom 27 (H): 0.080, atom 28 (H): 0.043, atom 29 (H): 0.048, atom 30 (H): 0.054, atom 31 (O): -0.329, atom 32 (S): 0.685, atom 33 (O): -0.308, atom 34 (O): -0.296, atom 35 (C): -0.248, atom 36 (C): -0.076, atom 37 (C): -0.095, atom 38 (H): 0.109, atom 39 (H): 0.119, atom 40 (H): 0.087, atom 41 (H): 0.088, atom 42 (H): 0.084, atom 43 (H): 0.064, atom 44 (H): 0.051, atom 45 (H): 0.066, atom 46 (O): -0.331, atom 47 (S): 0.715, atom 48 (O): -0.302, atom 49 (O): -0.291, atom 50 (C): -0.291, atom 51 (C): -0.048, atom 52 (C): -0.098, atom 53 (H): 0.115, atom 54 (H): 0.104, atom 55 (H): 0.074, atom 56 (H): 0.072, atom 57 (H): 0.080, atom 58 (H): 0.065, atom 59 (H): 0.070, atom 60 (H): 0.066, atom 61 (O): -0.292, atom 62 (S): 0.696, atom 63 (O): -0.318, atom 64 (O): -0.251, atom 65 (C): -0.357, atom 66 (C): -0.074, atom 67 (C): -0.095, atom 68 (H): 0.113, atom 69 (H): 0.126, atom 70 (H): 0.081, atom 71 (H): 0.090, atom 72 (H): 0.086, atom 73 (H): 0.062, atom 74 (H): 0.060, atom 75 (H): 0.071, atom 76 (C): -0.251, atom 77 (S): 0.796, atom 78 (O): -0.566, atom 79 (C): -0.258, atom 80 (H): 0.047, atom 81 (H): 0.047, atom 82 (H): 0.042, atom 83 (H): 0.045, atom 84 (H): 0.056, atom 85 (H): 0.042, atom 86 (C): -0.241, atom 87 (S): 0.830, atom 88 (O): -0.588, atom 89 (C): -0.269, atom 90 (H): 0.036, atom 91 (H): 0.044, atom 92 (H): 0.049, atom 93 (H): 0.051, atom 94 (H): 0.039, atom 95 (H): 0.049, atom 96 (C): -0.249, atom 97 (S): 0.827, atom 98 (O): -0.577, atom 99 (C): -0.270



ORCA calculation (the ωB97M-V functional and the def2-TZVPD basis) on a single C4H9NO molecule.

Computed properties:
calculated total energy = -7832.3117 eV
HOMO-LUMO gap = 10.64 eV
highest occupied orbital energy = -9.73 eV
lowest unoccupied orbital energy = 0.91 eV
energy above the lowest of the compared OMol25 structures with the same formula, charge and spin = 0.8 kJ/mol
SMILES = CC(C)C(N)=O

Cartesian coordinates (Å):
C: -0.877 -1.308 0.699
C: -0.251 -0.260 -0.216
C: -1.084 1.030 -0.231
C: 1.165 0.060 0.260
N: 2.040 0.436 -0.718
O: 1.496 -0.002 1.431
H: -0.902 -0.936 1.727
H: -0.295 -2.234 0.697
H: -1.898 -1.537 0.378
H: -0.197 -0.654 -1.241
H: -0.686 1.772 -0.933
H: -2.117 0.809 -0.521
H: -1.100 1.479 0.767
H: 1.749 0.594 -1.668
H: 2.955 0.749 -0.431

The net atomic charges from Löwdin, expressed in e, are: atom 1 (C): -0.075, atom 2 (C): -0.367, atom 3 (C): -0.067, atom 4 (C): -0.534, atom 5 (N): 0.160, atom 6 (O): 0.053, atom 7 (H): 0.084, atom 8 (H): 0.084, atom 9 (H): 0.079, atom 10 (H): 0.132, atom 11 (H): 0.076, atom 12 (H): 0.079, atom 13 (H): 0.090, atom 14 (H): 0.099, atom 15 (H): 0.108